Entry from OMol25: 2 unconnected molecules or ions with the total composition C7H8FNO2S in a non-equilibrium geometry (ωB97M-V/def2-TZVPD).

Last column: Löwdin charge in e.
Positions of all 20 atoms, in Å:
C1 -2.505 -1.298 1.619  -0.0976
C2 -1.477 -0.769 2.403  -0.0623
C3 -2.415 -1.425 0.278  -0.0634
C4 -0.387 -0.238 1.767  -0.1002
C5 -1.329 -0.780 -0.355  -0.0532
C6 -0.268 -0.288 0.401  -0.3430
C7 1.841 2.852 -2.379  -0.0625
N1 2.688 2.107 -2.938  -0.0002
O1 1.951 -1.413 -0.295  -0.2521
O2 1.978 0.991 0.577  -0.4533
F1 2.079 0.959 -3.506  -0.1431
S1 1.325 0.167 -0.406  0.9348
H1 -3.090 -2.018 2.150  0.1032
H2 -1.637 -0.557 3.449  0.1107
H3 -2.995 -2.151 -0.239  0.1034
H4 0.498 -0.139 2.339  0.1032
H5 -1.181 -0.745 -1.371  0.0788
H6 2.363 3.779 -1.950  0.1095
H7 0.787 2.653 -2.110  0.0828
H8 1.773 -1.686 0.565  0.0045

Force components x, y, z for each atom (eV/Å):
0.672 -1.594 1.912
-1.149 1.591 -0.699
1.731 0.943 -1.241
0.977 -1.012 0.500
0.219 -0.187 1.930
-0.751 0.110 -1.057
0.753 1.300 1.545
-0.250 -0.096 -0.714
0.064 2.261 -2.812
0.777 0.810 0.692
-0.078 0.288 0.438
-1.008 -2.226 -0.020
-1.252 0.183 0.248
0.246 -0.699 0.315
-0.781 0.029 -0.574
0.747 1.118 0.628
-0.080 -0.338 -2.441
-1.003 -1.406 -0.624
0.607 -0.004 -0.732
-0.440 -1.070 2.706

Output
relative energy (zero: lowest compared OMol25 entry of this formula, charge and spin) = 72.2 kcal per mole
charge = 0
F_max = 3.6 eV/Å
LUMO energy = 0.4895 eV